No. 1
C13H20Br2KO9S2 as an isolated structure, computed with ωB97M-V with the def2-TZVPD basis set.

Cartesian coordinates (Å):
K (-0.28814, 0.01965, -0.82152)
C (-0.60330, -2.79372, 1.37515)
O (-0.02792, -2.46145, 0.12647)
C (1.23400, -3.02497, -0.13342)
C (2.07853, -2.12052, -1.03229)
O (1.43674, -1.55823, -2.16088)
C (1.04068, -2.41471, -3.20216)
C (-0.33295, -3.02787, -3.00414)
O (-1.28117, -1.99195, -2.89318)
C (-2.56203, -2.48647, -2.57112)
H (0.13347, -2.70057, 2.17822)
H (-0.99733, -3.81725, 1.36531)
H (-1.39974, -2.07505, 1.55861)
H (1.11589, -4.02798, -0.57122)
H (1.80092, -3.14252, 0.79856)
H (2.94199, -2.71812, -1.36000)
H (2.43045, -1.26206, -0.45898)
H (1.78304, -3.21048, -3.35540)
H (1.01562, -1.79450, -4.10065)
H (-0.36252, -3.65426, -2.10589)
H (-0.56582, -3.66551, -3.87095)
H (-2.92867, -3.16269, -3.35352)
H (-3.22976, -1.63248, -2.49083)
H (-2.54178, -3.02452, -1.61615)
O (-2.00439, 2.93852, 0.74079)
S (-1.67741, 2.01398, 1.81737)
O (-2.65329, 1.96510, 2.88930)
O (-1.32171, 0.67869, 1.32910)
C (-0.16389, 2.66633, 2.59780)
C (-0.39167, 3.18002, 3.87232)
C (0.61806, 3.75179, 4.62882)
C (1.89577, 3.82191, 4.10401)
C (2.13456, 3.31856, 2.83631)
C (1.13025, 2.73651, 2.06443)
S (1.78035, 2.11536, 0.47183)
O (2.97650, 2.90074, 0.24977)
O (0.75141, 2.32896, -0.54881)
O (2.03803, 0.68632, 0.68782)
H (-1.39681, 3.11279, 4.26189)
H (0.39611, 4.13672, 5.61679)
H (2.70877, 4.26708, 4.66468)
H (3.12424, 3.37983, 2.40826)
Br (-3.46789, 1.38693, -2.24821)
C (-1.93016, 2.50935, -2.50112)
Br (-0.71229, 1.77744, -3.79994)
H (-1.43425, 2.62900, -1.54082)
H (-2.29050, 3.44629, -2.90241)

LUMO energy   1.90 eV
Frontier orbital gap   7.760 eV
Energy relative to the best compared isomer or geometry (same formula, charge and spin)   23.82 kJ/mol
DFT total energy   -210316.4863 eV
Net charge   -1
HOMO energy   -5.8581 eV

No. 2
C2H5InO as an isolated structure at a distorted geometry, computed with ωB97M-V with the def2-TZVPD basis set.

Cartesian coordinates (Å):
In (-0.92619, -3.72823, -3.21480)
C (0.08424, 0.00704, 0.99492)
C (0.05231, 0.86351, -0.20936)
O (-0.18188, 0.18758, -1.41221)
H (-0.81576, -0.37378, 1.47770)
H (0.51620, 0.62518, 1.78194)
H (0.92716, -0.67499, 0.88348)
H (0.98856, 1.41579, -0.29011)
H (-0.64464, 1.67790, -0.01156)

LUMO energy   -14.55 eV
Frontier orbital gap   5.752 eV
Energy relative to the best compared isomer or geometry (same formula, charge and spin)   84.22 kJ/mol
DFT total energy   -9351.7905 eV
Net charge   +2
HOMO energy   -20.3023 eV

No. 3
A 2-piece molecular cluster, C4H10ClPSi overall at a distorted geometry, computed with ωB97M-V with the def2-TZVPD basis set.

Cartesian coordinates (Å):
C (0.28700, -1.18522, -1.07950)
C (-1.72379, 0.93779, -0.27292)
C (-0.05174, -0.54368, 1.91500)
C (1.33923, 1.51061, -0.07970)
Si (-0.01624, 0.19166, 0.15443)
P (-0.36556, -1.66116, -2.52026)
Cl (0.53875, -3.39136, -2.98424)
H (1.55364, -2.37977, -0.48786)
H (-2.44101, 0.15871, -0.51291)
H (-2.12331, 1.50974, 0.56002)
H (-1.66029, 1.59933, -1.13242)
H (0.79062, -0.20897, 2.51547)
H (-0.95887, -0.26089, 2.43813)
H (-0.01995, -1.62856, 1.88388)
H (2.31393, 1.14790, 0.23304)
H (1.41648, 1.79639, -1.12387)
H (1.12111, 2.40749, 0.49372)

LUMO energy   -0.35 eV
Frontier orbital gap   9.187 eV
Energy relative to the best compared isomer or geometry (same formula, charge and spin)   172.80 kJ/mol
DFT total energy   -33997.0372 eV
HOMO energy   -9.5408 eV

No. 4
C29H33AsN2O8RuSSi2 as an isolated structure, computed with ωB97M-V with the def2-TZVPD basis set.

Cartesian coordinates (Å):
Ru (-0.32588, -0.80144, -0.59096)
O (3.61399, 0.51619, -1.54331)
C (2.42334, 0.28024, -1.55723)
O (1.76924, -0.33805, -0.61409)
C (1.52908, 0.77493, -2.72305)
C (2.30313, 2.31280, -4.45288)
C (1.40602, 3.31256, -4.66391)
C (-0.00803, 3.57391, -4.46745)
C (-0.93256, 2.74667, -3.83671)
C (-0.42660, 1.76241, -2.99007)
S (-0.91723, -0.00712, -3.00920)
H (3.29133, 2.47423, -4.86968)
H (1.89993, 4.10834, -5.21846)
H (-0.38022, 4.45127, -4.98918)
H (-1.99481, 2.85256, -4.02841)
O (-2.63596, 1.43581, -0.53490)
C (-1.59160, 1.85131, -0.04678)
O (-0.54283, 1.16605, 0.25130)
C (-1.44834, 3.32469, 0.27306)
C (-2.55806, 4.15144, 0.21609)
C (-2.47251, 5.51316, 0.53665)
C (-1.23525, 5.97917, 0.89880)
O (-0.88668, 7.26371, 1.25539)
C (0.52052, 7.22616, 1.51000)
O (0.97490, 5.89303, 1.33028)
C (-0.13112, 5.16004, 0.94318)
C (-0.19352, 3.82615, 0.63965)
H (-3.49679, 3.70588, -0.08568)
H (-3.33294, 6.16896, 0.49993)
H (0.70786, 7.54041, 2.53887)
H (1.03258, 7.88591, 0.80632)
H (0.66734, 3.17106, 0.65115)
C (-0.43081, -2.80394, -1.33340)
C (0.98742, -3.14390, -1.66839)
C (1.93468, -3.31388, -0.65374)
C (3.25141, -3.62444, -0.92955)
C (3.66497, -3.78032, -2.24916)
C (2.74545, -3.59929, -3.27846)
C (1.43033, -3.29031, -2.98444)
C (5.02981, -4.15720, -2.55126)
N (6.10466, -4.48716, -2.79882)
H (-0.78774, -3.49337, -0.58170)
H (-1.07491, -2.86023, -2.21053)
H (1.63150, -3.15535, 0.37232)
H (3.97068, -3.72593, -0.12712)
H (3.06798, -3.70360, -4.30646)
H (0.72366, -3.14290, -3.79157)
C (-0.15014, -4.47397, 2.36470)
Si (-1.77670, -3.66740, 1.90722)
C (-2.55838, -4.81469, 0.62322)
C (-2.93125, -3.83364, 3.38527)
As (-1.84569, -1.45299, 1.19236)
Si (-0.76574, -0.38379, 3.00000)
C (1.05186, -0.04659, 2.73728)
C (-0.85361, -1.34438, 4.62636)
C (-1.68408, 1.18970, 3.42268)
H (-0.34468, -5.47860, 2.75702)
H (0.40417, -3.90707, 3.11741)
H (0.49040, -4.56890, 1.48554)
H (-3.17960, -5.55973, 1.13300)
H (-1.80890, -5.34089, 0.02693)
H (-3.19450, -4.25591, -0.06842)
H (-2.75005, -4.78512, 3.89876)
H (-3.96538, -3.82410, 3.02656)
H (-2.82712, -3.02685, 4.10893)
H (1.64560, -0.84043, 3.20328)
H (1.32531, 0.90760, 3.20113)
H (1.32916, 0.01316, 1.68403)
H (-0.50701, -2.37865, 4.56224)
H (-1.86715, -1.35057, 5.03634)
H (-0.20701, -0.81409, 5.33638)
H (-1.61153, 1.94651, 2.64110)
H (-1.29360, 1.61552, 4.35447)
H (-2.74323, 0.95302, 3.56228)
O (2.29396, 1.06538, -3.88678)
N (0.74155, 1.85366, -2.37268)
O (0.70595, -0.39678, -3.10301)

LUMO energy (alpha / beta)   4.15 / 4.15 eV
Spin multiplicity   5
Frontier orbital gap (alpha / beta)   4.422 / 6.491 eV
Energy relative to the best compared isomer or geometry (same formula, charge and spin)   170.29 kJ/mol
DFT total energy   -139979.4576 eV
Net charge   -2
HOMO energy (alpha / beta)   -0.2692 / -2.3405 eV

No. 5
C12H32BrMnO4 as an isolated structure at a distorted geometry, computed with ωB97M-V with the def2-TZVPD basis set.

Cartesian coordinates (Å):
Mn (1.25405, -0.06752, -0.17122)
Br (2.87867, 0.72189, -2.06960)
C (-1.88396, -0.62566, 2.91964)
C (-0.37544, -0.47595, 2.73711)
C (0.23406, -1.47797, 3.75533)
O (-0.13082, -0.84680, 1.35500)
H (-2.01313, -1.69106, 2.72903)
H (-2.42577, -0.00136, 2.20915)
H (-2.24698, -0.38059, 3.91777)
H (-0.09187, 0.57403, 2.80950)
H (0.15713, -1.04998, 4.75483)
H (1.27043, -1.77558, 3.59575)
H (-0.23617, -2.44733, 3.92063)
H (-0.22582, -1.80208, 1.35239)
C (1.75733, -3.75565, -2.01956)
C (0.91736, -2.52153, -2.32877)
C (-0.17763, -2.78869, -3.31374)
O (0.38382, -1.97450, -1.16626)
H (2.56605, -3.51304, -1.33020)
H (2.21312, -4.24702, -2.87916)
H (1.07112, -4.44956, -1.53405)
H (1.60518, -1.82651, -2.81038)
H (0.33654, -2.85986, -4.27220)
H (-0.93606, -2.00801, -3.25523)
H (-0.71342, -3.71490, -3.10597)
H (0.06101, -2.64769, -0.56276)
C (0.06062, 3.18571, 1.20627)
C (1.55214, 2.94201, 0.77339)
C (2.63196, 3.70172, 1.49245)
O (1.82927, 1.60508, 1.09464)
H (-0.18361, 2.85531, 2.21586)
H (-0.68907, 2.64582, 0.62784)
H (-0.33733, 4.19603, 1.11148)
H (1.70076, 3.15657, -0.28490)
H (2.24543, 4.72002, 1.45044)
H (3.57375, 3.72376, 0.94414)
H (2.71554, 3.40298, 2.53737)
H (2.21313, 1.68348, 1.97106)
C (-2.68057, 1.26956, -0.70997)
C (-1.61555, 0.42677, -1.41492)
C (-1.67582, 0.38341, -2.94894)
O (-0.45084, 0.97380, -1.05056)
H (-3.63500, 0.80748, -0.96225)
H (-2.67628, 2.33104, -0.95761)
H (-2.69064, 1.18852, 0.37697)
H (-1.78578, -0.61321, -1.13641)
H (-2.36583, -0.27715, -3.47396)
H (-0.73405, 0.12046, -3.43064)
H (-1.86566, 1.44652, -3.09673)
H (-0.38519, 1.77714, -1.57203)

LUMO energy (alpha / beta)   0.41 / 0.30 eV
Spin multiplicity   7
Frontier orbital gap (alpha / beta)   3.604 / 9.099 eV
Energy relative to the best compared isomer or geometry (same formula, charge and spin)   95.25 kJ/mol
DFT total energy   -122513.8588 eV
HOMO energy (alpha / beta)   -3.1952 / -8.8024 eV

No. 6
A 2-piece molecular cluster, C7H13N2S2 overall at a distorted geometry, computed with ωB97M-V with the def2-TZVPD basis set.

Cartesian coordinates (Å):
S (3.06636, 3.47850, 4.39903)
S (2.92356, 2.20052, 1.15373)
C (4.07834, 2.15632, 3.69091)
C (3.33306, 1.30600, 2.67222)
C (2.65686, 4.37302, 2.88054)
C (1.91158, 3.52270, 1.86185)
H (4.99368, 2.58584, 3.24022)
H (4.38729, 1.53711, 4.55495)
H (2.41165, 0.88594, 3.11945)
H (3.96488, 0.45814, 2.34451)
H (3.57826, 4.79308, 2.43331)
H (2.02504, 5.22088, 3.20825)
H (1.60262, 4.14191, 0.99781)
H (0.99624, 3.09318, 2.31254)
C (-2.88210, -2.44600, -1.09742)
C (-2.16211, -1.63886, -0.25716)
C (-1.09751, -1.71907, -2.20859)
N (-2.19849, -2.47256, -2.28794)
N (-1.07195, -1.20968, -0.97324)
H (-3.81175, -2.99323, -0.94126)
H (-2.33971, -1.34298, 0.77677)
H (-0.36380, -1.55254, -2.99729)
H (-2.48313, -2.99693, -3.13489)
H (-0.32813, -0.58108, -0.61984)

LUMO energy   -3.41 eV
Frontier orbital gap   7.044 eV
Energy relative to the best compared isomer or geometry (same formula, charge and spin)   31.30 kJ/mol
DFT total energy   -32114.3623 eV
Net charge   +1
HOMO energy   -10.4543 eV

No. 7
A 10-piece molecular cluster, C32H87N3O20 overall at a distorted geometry, computed with ωB97M-V with the def2-TZVPD basis set.

Cartesian coordinates (Å):
C (32.05093, -15.72401, -12.90512)
O (32.43347, -16.13628, -11.57546)
C (31.70312, -17.27054, -10.92328)
C (32.72490, -18.46295, -10.66569)
N (33.26628, -18.84969, -12.03543)
C (34.45266, -19.77363, -11.89032)
C (35.65402, -19.43919, -12.81906)
O (36.25204, -18.21821, -12.51793)
C (37.23685, -17.84390, -13.40792)
H (32.71628, -14.92903, -13.24189)
H (31.02503, -15.36091, -12.84378)
H (31.98345, -16.49518, -13.67248)
H (30.93838, -17.66507, -11.59233)
H (31.44004, -16.83912, -9.95749)
H (32.19437, -19.28606, -10.18702)
H (33.38036, -18.10452, -9.87196)
H (33.59788, -17.93908, -12.31993)
H (34.16820, -20.81708, -12.02598)
H (34.82526, -19.59446, -10.88177)
H (35.26995, -19.60307, -13.82591)
H (36.48264, -20.12883, -12.65816)
H (37.93623, -18.66556, -13.56230)
H (37.87423, -17.15357, -12.85538)
H (36.92806, -17.49707, -14.39406)
C (20.86896, -10.45297, -21.00693)
O (20.47809, -9.98179, -22.26149)
C (21.10061, -8.88068, -22.72975)
C (20.49381, -7.58362, -22.25558)
N (19.10123, -7.37674, -22.81853)
C (19.12114, -7.28573, -24.32329)
C (17.75502, -6.69337, -24.84372)
O (18.00320, -5.55940, -25.66726)
C (17.03278, -4.54023, -25.80866)
H (20.23587, -11.32885, -20.86507)
H (20.47588, -9.83134, -20.20247)
H (21.89316, -10.66094, -20.69731)
H (21.10766, -9.06842, -23.80344)
H (22.16652, -8.82509, -22.50873)
H (21.01639, -6.62706, -22.25748)
H (20.31810, -7.71847, -21.18832)
H (18.68442, -6.49964, -22.54094)
H (19.31233, -8.27260, -24.74474)
H (19.90485, -6.68358, -24.78297)
H (17.09081, -6.44633, -24.01553)
H (17.17082, -7.38924, -25.44587)
H (17.35989, -3.56073, -26.15749)
H (16.72391, -4.47182, -24.76558)
H (16.15243, -4.92081, -26.32658)
C (20.00387, -22.61948, -3.19232)
O (21.05708, -22.09692, -3.99745)
C (20.67800, -21.22442, -5.09026)
C (21.89871, -21.31127, -5.97033)
N (22.58192, -20.08285, -5.89264)
C (23.95311, -19.96235, -6.31095)
C (24.85827, -20.63924, -5.26108)
O (25.03813, -22.08028, -5.26519)
C (26.27287, -22.57301, -4.82201)
H (19.09047, -22.30958, -3.70002)
H (20.11746, -22.27802, -2.16344)
H (19.98247, -23.70695, -3.26335)
H (20.49489, -20.28645, -4.56608)
H (19.75633, -21.53056, -5.58515)
H (21.37423, -21.46614, -6.91322)
H (22.54525, -22.16853, -5.78272)
H (22.47611, -19.67219, -4.97598)
H (24.25860, -18.92392, -6.18280)
H (24.18182, -20.14893, -7.36022)
H (24.49040, -20.38796, -4.26628)
H (25.81085, -20.12700, -5.39634)
H (26.65188, -22.28603, -3.84114)
H (27.08828, -22.38025, -5.51917)
H (26.24496, -23.63772, -4.59027)
O (16.80955, -21.22556, -17.87066)
C (18.18769, -21.50865, -17.69553)
C (18.45174, -22.89505, -17.08088)
O (18.11142, -24.02230, -17.82796)
H (16.50592, -20.31623, -17.82036)
H (18.52877, -21.57682, -18.72854)
H (18.69853, -20.71373, -17.15216)
H (17.99289, -22.98416, -16.09619)
H (19.48483, -22.96200, -16.73979)
H (17.16549, -24.18591, -17.83465)
O (24.47636, -16.41484, -14.20017)
C (23.12237, -16.62496, -13.99601)
C (22.26851, -15.68319, -14.84757)
O (22.23884, -14.24656, -14.39122)
H (24.59351, -16.12026, -15.10632)
H (22.85427, -17.64646, -14.26574)
H (22.90526, -16.62717, -12.92786)
H (21.22378, -15.99076, -14.80242)
H (22.38139, -15.96538, -15.89433)
H (23.15269, -14.11523, -14.12810)
O (29.43137, -21.81283, -15.18660)
C (28.88172, -20.97398, -16.20163)
C (27.91424, -21.85910, -17.08067)
O (27.91574, -21.55020, -18.41015)
H (30.06279, -21.31646, -14.66073)
H (28.28480, -20.17286, -15.76575)
H (29.76162, -20.51831, -16.65577)
H (26.91345, -21.87233, -16.64898)
H (28.20161, -22.89958, -16.92929)
H (28.09780, -22.31391, -18.96260)
O (14.59446, -8.70560, -12.82170)
C (15.50769, -9.57415, -12.38907)
C (16.85405, -9.33695, -13.00427)
O (17.35549, -8.07663, -12.63764)
H (15.21703, -8.08082, -13.20072)
H (15.71294, -9.31556, -11.35027)
H (15.25630, -10.62170, -12.55500)
H (16.75786, -9.44835, -14.08429)
H (17.43042, -10.18094, -12.62534)
H (17.60513, -7.73488, -13.49932)
O (23.49614, -18.51787, -23.59309)
C (23.45178, -18.40073, -22.16884)
C (24.47738, -17.42420, -21.41623)
O (24.63251, -17.94194, -20.10104)
H (23.53674, -17.67011, -24.04170)
H (22.44133, -18.04361, -21.96996)
H (23.35068, -19.42403, -21.80726)
H (24.26370, -16.36576, -21.56505)
H (25.42664, -17.32180, -21.94207)
H (25.29586, -18.63007, -20.19081)
O (27.35289, -12.10076, -18.60423)
C (28.53282, -12.15023, -19.37414)
C (28.35109, -11.40694, -20.75612)
O (28.03604, -10.02585, -20.52030)
H (27.17820, -11.16711, -18.74341)
H (29.36199, -11.60214, -18.92671)
H (28.78340, -13.21035, -19.41216)
H (27.52614, -11.97414, -21.18721)
H (29.24435, -11.46195, -21.37835)
H (27.99481, -9.41132, -21.25668)
O (17.23344, -19.80957, -11.81405)
C (16.25849, -18.89768, -11.47831)
C (14.83292, -19.56838, -11.55874)
O (13.79651, -18.62929, -11.41898)
H (17.12288, -20.49147, -11.14743)
H (16.50070, -18.41809, -10.52993)
H (16.31606, -18.03312, -12.13959)
H (14.64504, -20.13340, -10.64574)
H (14.62519, -20.27071, -12.36599)
H (12.95392, -19.08878, -11.44107)

LUMO energy   0.22 eV
Structure (SMILES)   COCCNCCOC.COCCNCCOC.COCCNCCOC.OCCO.OCCO.OCCO.OCCO.OCCO.OCCO.OCCO
Frontier orbital gap   8.450 eV
Energy relative to the best compared isomer or geometry (same formula, charge and spin)   746.87 kJ/mol
DFT total energy   -79999.0177 eV
HOMO energy   -8.2307 eV

- energy relative to the best compared isomer or geometry (same formula, charge and spin) of number 7 (C32H87N3O20)?
  746.87 kJ/mol